{"formula": "C27H26Br2MnN12O2", "method": "ωB97M-V/def2-TZVPD", "symbols": ["Mn", "C", "N", "C", "C", "N", "C", "C", "C", "C", "C", "C", "N", "C", "N", "C", "C", "C", "C", "C", "C", "N", "H", "H", "H", "H", "H", "H", "H", "H", "H", "H", "H", "H", "H", "H", "H", "Br", "C", "C", "C", "N", "C", "C", "C", "C", "C", "Br", "C", "C", "N", "H", "H", "H", "H", "H", "H", "N", "N", "C", "N", "N", "N", "O", "O", "H", "H", "H", "H", "H"], "xyz": [[0.292, 0.051, 0.055], [0.282, 3.250, 0.325], [-0.111, 2.021, 1.025], [0.356, 1.968, 2.413], [0.118, 0.571, 2.886], [-0.004, -0.418, 2.033], [-0.190, -1.571, 2.798], [-0.382, -2.901, 2.424], [-0.543, -3.826, 3.434], [-0.516, -3.455, 4.788], [-0.326, -2.144, 5.174], [-0.163, -1.218, 4.149], [0.041, 0.160, 4.168], [-0.334, 3.185, -1.036], [-0.901, 2.094, -1.463], [-1.347, 2.393, -2.747], [-2.020, 1.594, -3.670], [-2.348, 2.162, -4.883], [-2.018, 3.495, -5.181], [-1.349, 4.298, -4.279], [-1.024, 3.716, -3.059], [-0.369, 4.202, -1.934], [1.375, 3.279, 0.264], [-0.038, 4.150, 0.861], [-1.127, 1.997, 1.032], [-0.135, 2.702, 3.060], [1.428, 2.183, 2.431], [-0.410, -3.198, 1.386], [-0.699, -4.866, 3.181], [-0.652, -4.215, 5.545], [-0.313, -1.857, 6.216], [0.028, 0.754, 4.981], [-2.269, 0.566, -3.439], [-2.869, 1.575, -5.626], [-2.294, 3.901, -6.144], [-1.097, 5.323, -4.516], [-0.011, 5.134, -1.807], [-5.652, -2.151, -2.128], [-4.033, -1.528, -1.434], [-3.977, -0.329, -0.740], [-2.750, 0.093, -0.273], [-1.618, -0.594, -0.438], [-1.686, -1.767, -1.088], [-2.871, -2.262, -1.609], [-0.400, -2.492, -1.185], [-0.273, -3.749, -1.751], [0.971, -4.360, -1.748], [1.186, -6.057, -2.500], [2.050, -3.701, -1.177], [1.835, -2.448, -0.639], [0.644, -1.846, -0.639], [-4.862, 0.269, -0.578], [-2.676, 1.042, 0.236], [-2.901, -3.198, -2.145], [-1.120, -4.258, -2.186], [3.032, -4.149, -1.154], [2.640, -1.900, -0.172], [3.091, -0.886, 2.201], [3.608, 0.395, 1.968], [3.490, 0.955, 0.739], [4.431, 1.818, 0.376], [2.390, 0.649, 0.033], [2.369, 0.946, -1.311], [3.254, 1.522, -1.902], [1.322, 0.562, -1.829], [2.521, -0.886, 3.038], [3.852, -1.545, 2.319], [4.381, 0.713, 2.537], [5.305, 1.856, 0.876], [4.384, 2.231, -0.544]], "atomic_forces_ev_per_a": [[0.076, -0.097, -0.012], [0.041, 0.003, -0.019], [0.026, -0.126, 0.000], [-0.002, -0.022, 0.002], [0.020, 0.011, 0.005], [-0.005, 0.003, -0.053], [-0.002, 0.012, 0.021], [0.002, 0.011, -0.006], [-0.002, -0.002, 0.005], [0.002, -0.004, -0.001], [-0.003, 0.002, -0.002], [0.001, 0.011, 0.002], [-0.020, -0.007, -0.015], [-0.039, 0.003, -0.036], [-0.019, 0.116, -0.016], [-0.008, 0.017, 0.003], [0.007, 0.006, 0.004], [-0.004, 0.002, 0.000], [-0.002, -0.007, -0.005], [0.001, -0.001, 0.005], [0.005, -0.013, -0.022], [0.021, -0.013, 0.001], [-0.003, 0.020, -0.006], [-0.003, -0.010, 0.005], [0.011, 0.012, -0.019], [-0.003, -0.004, -0.001], [0.003, 0.005, 0.000], [0.002, -0.001, -0.008], [0.000, 0.000, -0.002], [0.000, 0.000, 0.000], [0.001, 0.001, 0.000], [0.008, -0.004, -0.001], [-0.005, -0.006, -0.005], [0.000, -0.001, 0.000], [-0.001, 0.000, 0.000], [0.000, 0.001, 0.001], [-0.005, 0.003, 0.001], [-0.002, -0.002, 0.001], [0.008, 0.008, -0.002], [0.001, -0.008, 0.000], [0.001, -0.029, 0.011], [0.009, 0.011, 0.022], [0.011, 0.012, 0.014], [-0.003, 0.002, 0.002], [-0.012, 0.009, 0.011], [0.001, 0.010, 0.000], [0.004, 0.003, 0.003], [0.000, 0.000, 0.000], [-0.005, -0.002, -0.005], [-0.008, -0.017, -0.012], [0.006, 0.026, 0.021], [0.000, 0.001, 0.000], [-0.017, -0.014, -0.005], [-0.005, -0.001, 0.000], [0.002, -0.003, -0.001], [0.000, 0.000, 0.000], [0.005, 0.003, 0.007], [-0.039, 0.008, 0.003], [-0.002, 0.018, -0.041], [0.071, -0.027, 0.032], [0.031, 0.015, 0.030], [0.004, -0.022, 0.010], [-0.065, 0.036, 0.084], [-0.018, -0.021, -0.129], [-0.039, 0.055, 0.077], [-0.021, 0.003, 0.004], [-0.004, -0.001, -0.003], [-0.007, 0.007, 0.006], [-0.006, 0.003, 0.014], [0.000, -0.003, 0.020]], "mulliken_spin": [1.02, 0.00, -0.01, 0.01, 0.02, -0.04, 0.01, 0.00, 0.00, 0.00, 0.00, 0.00, 0.01, 0.00, 0.00, 0.01, 0.00, 0.00, 0.00, 0.00, 0.00, 0.00, 0.00, 0.00, 0.00, 0.00, 0.00, 0.00, 0.00, 0.00, 0.00, 0.00, 0.00, 0.00, 0.00, 0.00, 0.00, 0.00, 0.00, 0.00, 0.01, 0.00, 0.02, 0.00, -0.02, 0.00, 0.00, 0.00, 0.00, 0.00, -0.02, 0.00, 0.00, 0.00, 0.00, 0.00, 0.00, 0.00, 0.00, 0.01, 0.00, -0.01, -0.01, 0.00, 0.01, 0.00, 0.00, 0.00, 0.00, 0.00], "total_charge": 2, "total_energy_ev": -221789.3912, "multiplicity": 2, "gap_ha": [0.275, 0.275], "s2": 0.796, "relative_energy_ev": 0.000}

---

{"formula": "C3H4OS", "method": "ωB97M-V/def2-TZVPD", "symbols": ["C", "C", "C", "O", "S", "H", "H", "H", "H"], "xyz": [[-2.269, -1.709, 0.524], [-2.255, -1.089, -0.505], [0.641, 0.495, -0.221], [0.870, -0.388, -2.752], [0.021, 0.430, -1.931], [-2.662, -2.275, 1.372], [-0.204, 0.804, 0.258], [1.508, 1.240, -0.128], [0.957, -0.506, 0.027]], "atomic_forces_ev_per_a": [[-0.970, -1.227, 1.807], [1.190, 1.256, -1.665], [3.146, 0.300, -2.261], [1.241, -1.115, -0.902], [-1.834, 0.783, 1.643], [0.593, 0.460, -0.630], [-2.124, 0.798, 1.886], [-1.257, -1.043, -0.214], [0.015, -0.212, 0.337]], "nbo_charge": [-0.47, -0.05, -0.83, -0.78, 1.16, 0.24, 0.24, 0.24, 0.25], "total_charge": 0, "total_energy_ev": -16051.7622, "multiplicity": 1, "gap_ha": [0.332, 0.238], "relative_energy_ev": 6.348}

---

{"formula": "C7H15BrSi", "method": "ωB97M-V/def2-TZVPD", "symbols": ["C", "C", "C", "C", "C", "C", "C", "Si", "Br", "H", "H", "H", "H", "H", "H", "H", "H", "H", "H", "H", "H", "H", "H", "H"], "xyz": [[-1.651, 0.196, -0.557], [-0.542, -0.150, 0.064], [-2.445, 1.323, 0.069], [-2.320, -0.262, -1.848], [2.204, 1.236, 0.100], [1.493, -1.618, -1.056], [1.432, -1.162, 2.085], [1.223, -0.351, 0.368], [-0.584, 1.801, 2.713], [-2.310, 2.371, -0.435], [-3.495, 1.033, -0.134], [-2.360, 1.445, 1.110], [-3.104, -1.016, -1.627], [-2.717, 0.678, -2.035], [-1.529, -0.612, -2.489], [2.175, 1.838, -0.774], [2.125, 1.976, 0.872], [3.320, 0.919, 0.193], [2.353, -2.351, -0.784], [0.553, -2.126, -1.196], [1.825, -1.147, -1.940], [1.086, -2.164, 2.131], [2.444, -1.149, 2.422], [0.825, -0.710, 2.746]], "atomic_forces_ev_per_a": [[1.445, -0.059, 1.707], [-2.853, 1.409, -0.895], [-1.796, 1.403, -1.569], [1.350, -1.502, 1.920], [2.340, -1.152, 0.960], [1.557, -0.768, 1.935], [1.374, -0.553, -3.062], [1.692, -0.459, 0.906], [0.378, -0.537, -0.567], [0.197, -2.080, 0.661], [0.203, 0.285, 0.042], [0.550, 0.060, 1.035], [0.546, 0.502, -0.239], [-1.149, 1.220, -1.868], [-0.270, -0.178, -0.749], [-0.470, -0.053, -1.290], [-0.521, 0.057, 0.889], [-1.619, 0.255, -0.245], [-1.683, 1.012, -0.226], [-0.097, -0.603, -0.290], [0.067, 0.654, -1.145], [-0.139, -1.274, -0.545], [0.788, 0.124, 0.258], [-1.889, 2.238, 2.377]], "nbo_charge": [-0.10, 0.02, -0.62, -0.60, -1.11, -1.06, -1.06, 1.54, -0.69, 0.25, 0.21, 0.29, 0.25, 0.24, 0.23, 0.25, 0.28, 0.24, 0.25, 0.23, 0.24, 0.23, 0.24, 0.27], "total_charge": 0, "total_energy_ev": -85419.3516, "multiplicity": 1, "gap_ha": [0.227, 0.228], "relative_energy_ev": 2.189}

---

Repeat the second record exactly.
{"formula": "C3H4OS", "method": "ωB97M-V/def2-TZVPD", "symbols": ["C", "C", "C", "O", "S", "H", "H", "H", "H"], "xyz": [[-2.269, -1.709, 0.524], [-2.255, -1.089, -0.505], [0.641, 0.495, -0.221], [0.870, -0.388, -2.752], [0.021, 0.430, -1.931], [-2.662, -2.275, 1.372], [-0.204, 0.804, 0.258], [1.508, 1.240, -0.128], [0.957, -0.506, 0.027]], "atomic_forces_ev_per_a": [[-0.970, -1.227, 1.807], [1.190, 1.256, -1.665], [3.146, 0.300, -2.261], [1.241, -1.115, -0.902], [-1.834, 0.783, 1.643], [0.593, 0.460, -0.630], [-2.124, 0.798, 1.886], [-1.257, -1.043, -0.214], [0.015, -0.212, 0.337]], "nbo_charge": [-0.47, -0.05, -0.83, -0.78, 1.16, 0.24, 0.24, 0.24, 0.25], "total_charge": 0, "total_energy_ev": -16051.7622, "multiplicity": 1, "gap_ha": [0.332, 0.238], "relative_energy_ev": 6.348}